# 1
The molecule C5H7N, computed with the ωB97M-V functional and the def2-TZVPD basis.

For the LUMO energy, the calculation gives 0.0173 Eh. The frontier orbital gap comes out at 8.198 eV. Its energy above the lowest of the compared OMol25 structures with the same formula, charge and spin is 272.8 kJ/mol. Its total energy is -6785.686 eV.

```
13
Properties=species:S:1:pos:R:3:forces:R:3:nbo_charge:R:1
C 1.79174 0.18029 -0.22510 0.1 0.0 0.0 -0.599
C 0.42458 0.22792 0.44380 0.1 0.1 0.0 -0.199
C -0.44668 1.41249 0.14058 -0.2 -0.4 0.0 -0.080
C -1.68134 0.82427 -0.17333 0.0 0.2 0.0 -0.467
C -1.60008 -0.57470 -0.16296 0.2 -0.1 0.1 0.142
N -0.38195 -0.97957 0.16345 -0.2 0.1 -0.1 -0.531
H 2.38232 -0.67447 0.12553 -0.1 0.1 -0.1 0.199
H 1.69113 0.11232 -1.31237 0.0 0.0 0.1 0.215
H 2.33349 1.09893 0.01059 -0.1 -0.1 0.0 0.237
H 0.55080 0.27169 1.53757 0.0 0.0 -0.1 0.249
H -2.60108 1.35078 -0.41182 0.2 -0.1 0.0 0.216
H -2.37558 -1.30885 -0.37366 0.1 0.1 0.0 0.209
H -0.08734 -1.94110 0.23772 -0.1 0.1 0.0 0.410
```
Forces are in eV/Å.



# 2
The molecule C19H23N3O6S at a distorted geometry, computed with the ωB97M-V functional and the def2-TZVPD basis.

For the LUMO energy, the calculation gives 0.0205 Eh. The frontier orbital gap comes out at 9.399 eV. Its energy above the lowest of the compared OMol25 structures with the same formula, charge and spin is 64.5 kJ/mol. Its total energy is -47666.652 eV.

```
52
Properties=species:S:1:pos:R:3:forces:R:3:nbo_charge:R:1
C -2.92209 0.56210 2.74195 0.1 0.1 0.3 -0.635
H -3.73804 0.24546 3.38713 -0.2 -0.1 0.0 0.212
H -3.34510 0.97662 1.83013 -0.1 0.0 -0.1 0.212
H -2.30880 -0.30413 2.50588 0.0 -0.1 0.0 0.233
C -2.10130 1.63437 3.45019 -0.8 -0.1 -0.1 -0.207
N -0.94482 2.04484 2.67789 -0.1 0.9 -0.8 -0.714
S -1.12758 3.23668 1.55098 0.2 -0.2 -0.2 2.339
O -0.22903 4.32899 1.80807 0.1 -0.2 -0.1 -0.945
O -2.52599 3.52541 1.42172 -0.2 -0.3 0.1 -0.940
C -0.58183 2.46875 0.01680 -0.1 0.3 0.5 -0.324
C -0.85600 1.13543 -0.21662 0.0 -0.1 -0.2 -0.250
C -0.47268 0.55662 -1.41919 0.2 0.5 -0.1 0.145
C 0.22476 1.32926 -2.35967 0.0 0.1 0.3 0.276
C 0.47424 2.67264 -2.11507 -0.1 -0.3 0.0 -0.231
C 0.05940 3.24736 -0.92582 0.1 0.1 0.0 -0.185
H 0.24702 4.28494 -0.70455 0.1 0.1 0.0 0.248
H 0.99094 3.24420 -2.86874 0.1 0.1 -0.1 0.234
O 0.64362 0.78547 -3.53799 -0.3 0.3 0.1 -0.473
C 0.91148 -0.59683 -3.48280 0.3 -0.4 -0.1 -0.159
C -0.12115 -1.42102 -2.73725 0.1 0.1 -0.2 0.673
O -0.30671 -2.59862 -2.98953 0.1 -0.1 -0.2 -0.631
N -0.78040 -0.77587 -1.74530 -0.2 0.0 0.0 -0.428
C -1.75806 -1.52507 -0.96894 0.0 -0.2 0.1 -0.314
H -2.51433 -0.84417 -0.58081 0.1 -0.1 0.0 0.236
H -2.21953 -2.25796 -1.63543 0.0 0.1 0.1 0.247
C -1.02372 -2.23773 0.17561 -0.4 -0.1 -0.5 0.674
O -1.00636 -1.81136 1.31235 0.1 0.2 0.4 -0.644
N -0.38265 -3.34501 -0.23258 0.0 -0.5 -0.1 -0.605
H -0.37594 -3.55280 -1.22636 -0.1 0.2 0.1 0.432
C 0.65907 -3.96179 0.56892 0.1 0.0 0.0 -0.280
C 1.99662 -3.49540 0.09080 -0.1 0.8 0.4 0.268
C 2.55363 -2.24885 0.08379 -0.3 -0.6 0.1 -0.319
C 3.79576 -2.37700 -0.58397 0.2 -0.5 -0.2 -0.316
C 3.89535 -3.68697 -0.93647 0.5 0.7 -0.1 0.085
O 2.80962 -4.36853 -0.53830 -0.3 -0.5 0.1 -0.395
H 4.65917 -4.23594 -1.44981 0.0 -0.2 -0.1 0.205
H 4.51121 -1.60221 -0.76852 0.2 0.1 -0.1 0.230
H 2.13477 -1.36204 0.51424 -0.2 0.2 0.1 0.234
H 0.59564 -5.04812 0.48118 0.0 0.1 0.1 0.224
H 0.48809 -3.65810 1.60495 0.1 -0.1 -0.1 0.250
H 1.88616 -0.77907 -2.99734 -0.2 0.0 -0.1 0.205
H 0.97051 -0.94920 -4.51476 -0.1 0.0 0.2 0.231
H -1.33835 0.56356 0.55625 -0.1 -0.2 0.1 0.266
C 0.39663 1.81586 3.15954 0.8 -0.2 -0.1 -0.220
C 1.05852 0.61116 2.49197 -0.1 0.2 0.3 -0.629
H 1.99837 0.38554 2.99025 0.2 -0.1 0.0 0.211
H 0.40968 -0.25936 2.54869 0.0 -0.1 0.0 0.230
H 1.26119 0.82723 1.44531 0.0 0.0 -0.1 0.202
H 0.97172 2.72231 2.95072 0.1 -0.1 0.2 0.226
H 0.37143 1.66980 4.24355 -0.1 0.1 -0.1 0.198
H -1.75347 1.26364 4.41709 0.1 0.1 -0.1 0.200
H -2.73145 2.51278 3.61744 0.0 -0.2 0.2 0.216
```
Forces are in eV/Å.



# 3
A structure of composition C45H52BrGeIMgNO2SSi, computed with the ωB97M-V functional and the def2-TZVPD basis.

For the LUMO energy, the calculation gives 0.0747 Eh. The frontier orbital gap comes out at 4.805 eV. As for the total charge: -1. Its energy above the lowest of the compared OMol25 structures with the same formula, charge and spin is 76.2 kJ/mol. Its total energy is -211915.856 eV.

```
106
Properties=species:S:1:pos:R:3:forces:R:3:lowdin_charge:R:1
Mg 1.77211 1.27350 -1.46653 -0.3 -0.7 -0.3 0.504
I -0.28232 2.66878 -8.95089 0.0 0.0 -0.1 0.802
C 0.12713 3.08053 -6.94200 0.0 0.1 0.1 -0.744
C 0.28933 2.02986 -6.05371 0.0 0.1 0.1 -0.142
C 0.55960 2.31154 -4.71686 0.0 -0.1 -0.1 -0.002
C 0.66506 3.63135 -4.29134 0.0 0.0 -0.1 -0.127
C 0.49298 4.67163 -5.19878 0.0 -0.1 -0.1 -0.025
C 0.22394 4.40651 -6.53394 0.0 -0.1 0.1 -0.163
C 0.96322 3.95670 -2.84880 0.0 -0.3 0.4 -0.591
O 0.96292 5.11992 -2.47346 0.0 0.0 0.0 0.037
O 1.18316 2.92398 -2.10136 0.1 0.9 0.1 -0.163
H 0.21422 1.00107 -6.38267 0.0 0.0 0.0 0.094
H 0.68702 1.48562 -4.01590 0.0 0.1 -0.1 0.071
H 0.57753 5.68875 -4.83761 0.0 0.0 0.0 0.114
H 0.09552 5.21326 -7.24278 0.0 0.0 0.0 0.083
C 1.07855 -0.47335 -2.25595 0.2 0.1 0.5 -0.428
Ge 1.61106 -2.10582 -1.52793 0.0 0.0 -0.3 0.739
C 0.17457 -3.40314 -1.09994 -0.2 -0.2 0.0 -0.276
C -0.94724 -3.45245 -1.93837 0.0 -0.1 0.2 -0.114
C -1.97710 -4.36388 -1.71535 0.1 0.1 0.0 -0.111
C -1.90565 -5.25124 -0.64520 0.1 0.1 0.0 -0.123
C -0.80496 -5.21516 0.20343 0.0 0.1 -0.1 -0.114
C 0.22088 -4.29805 -0.02481 -0.1 0.0 -0.1 -0.114
C 2.81474 -3.15373 -2.74428 0.1 -0.1 -0.1 -0.267
C 3.90275 -2.50655 -3.34352 0.0 -0.1 -0.1 -0.130
C 4.73002 -3.14787 -4.25890 -0.1 0.0 0.1 -0.111
C 4.47764 -4.47056 -4.61465 0.0 0.1 0.1 -0.124
C 3.39990 -5.13425 -4.04358 0.0 0.1 0.1 -0.110
C 2.58391 -4.48263 -3.11551 0.2 0.1 0.0 -0.104
C 2.68854 -2.12417 0.16107 0.3 0.0 0.3 -0.281
C 2.16682 -1.49258 1.30037 0.1 0.0 0.0 -0.130
C 2.85666 -1.47300 2.50921 0.0 -0.1 -0.2 -0.100
C 4.10724 -2.08150 2.60623 0.0 0.1 -0.1 -0.127
C 4.65526 -2.70138 1.48968 -0.2 0.0 -0.1 -0.113
C 3.94687 -2.72747 0.28260 -0.1 0.1 0.2 -0.112
H -0.02566 -0.42741 -2.20511 0.1 0.0 -0.1 -0.128
H -1.01087 -2.75742 -2.77087 0.0 0.0 0.0 0.096
H -2.83585 -4.38436 -2.37927 0.0 0.0 0.0 0.093
H -2.70356 -5.96415 -0.47306 0.0 0.0 0.0 0.088
H -0.74552 -5.90015 1.04337 0.0 0.0 0.0 0.092
H 1.07521 -4.28244 0.64860 -0.1 0.0 -0.1 0.094
H 4.08621 -1.45868 -3.11587 0.0 0.0 0.0 0.084
H 5.56133 -2.61432 -4.70956 0.0 0.0 0.0 0.090
H 5.11195 -4.97314 -5.33675 0.0 0.0 0.0 0.087
H 3.19124 -6.16240 -4.31981 0.0 0.0 0.0 0.089
H 1.75118 -5.02499 -2.67786 0.0 0.0 0.0 0.088
H 1.19891 -0.99877 1.22960 0.1 0.0 0.0 0.047
H 2.42178 -0.98556 3.37563 0.0 0.0 0.0 0.094
H 4.65258 -2.06232 3.54356 0.0 0.0 0.0 0.091
H 5.62754 -3.18027 1.55932 0.0 0.0 0.0 0.092
H 4.37256 -3.24453 -0.57260 0.0 0.0 0.0 0.089
C -4.19295 -1.48266 2.70905 -0.1 -0.1 -0.1 -0.089
C -3.11271 -1.02511 1.71037 0.0 -0.2 0.1 -0.619
C -1.84408 -1.87345 1.92480 0.0 -0.1 0.0 -0.110
C -3.59365 -1.35747 0.29015 0.0 -0.1 -0.1 -0.096
Si -2.75745 0.83290 1.90721 0.2 0.0 -0.1 0.443
Br -0.81327 1.12880 0.81398 0.1 0.1 0.0 0.620
C -4.00191 1.97358 1.02321 -0.1 0.0 -0.1 -0.629
C -5.44802 1.58851 1.38952 0.0 0.1 -0.1 -0.091
C -3.77913 3.44010 1.42177 0.0 0.1 0.0 -0.107
C -3.84218 1.91865 -0.50874 -0.1 0.1 0.0 -0.112
C -2.40449 1.34825 3.71716 0.0 0.0 0.1 -0.622
C -1.56448 0.26991 4.42140 0.0 0.0 0.1 -0.107
C -1.58318 2.64547 3.81248 0.1 0.0 0.1 -0.120
C -3.71516 1.54970 4.50189 0.1 0.0 0.1 -0.091
H -4.41814 -2.54049 2.51941 0.0 0.1 0.0 0.088
H -5.12920 -0.92431 2.60572 0.1 -0.1 0.0 0.067
H -3.86999 -1.40376 3.74752 0.0 0.0 0.0 0.059
H -2.11170 -2.92998 1.79855 0.0 0.1 0.0 0.084
H -1.40479 -1.75758 2.91593 0.0 0.0 -0.1 0.058
H -1.07398 -1.64923 1.18355 -0.1 0.0 0.0 0.037
H -3.70596 -2.44764 0.21645 0.0 0.1 0.0 0.084
H -2.86119 -1.05970 -0.46773 -0.1 0.0 0.1 0.082
H -4.55704 -0.90767 0.04519 0.0 0.0 0.0 0.062
H -5.63623 1.61844 2.46630 0.0 0.0 -0.1 0.066
H -5.71818 0.59324 1.03257 0.0 0.0 0.0 0.062
H -6.13575 2.30191 0.91686 0.0 0.0 0.0 0.086
H -4.00672 3.63148 2.47276 0.0 0.0 -0.1 0.059
H -4.45153 4.06806 0.82284 0.1 0.0 0.1 0.086
H -2.75430 3.76808 1.22093 -0.1 0.0 0.0 0.081
H -4.03093 0.93486 -0.93100 0.0 0.0 0.0 0.061
H -2.84593 2.23164 -0.82650 -0.1 0.0 0.0 0.053
H -4.56793 2.61445 -0.95206 0.1 -0.1 0.0 0.086
H -0.62511 0.07699 3.89245 -0.1 0.1 0.0 0.074
H -2.09129 -0.67810 4.53304 0.0 0.1 0.0 0.060
H -1.31328 0.62726 5.43006 0.0 0.0 -0.1 0.086
H -0.62673 2.55940 3.29062 -0.1 0.0 0.0 0.042
H -1.37218 2.83693 4.87453 0.0 0.0 -0.1 0.084
H -2.10247 3.51729 3.41924 0.0 0.0 0.0 0.058
H -4.35342 0.66305 4.49978 0.0 0.0 0.0 0.067
H -4.30328 2.38524 4.11578 0.1 -0.1 0.0 0.060
H -3.47502 1.77901 5.54898 0.0 0.0 -0.1 0.085
S 5.65419 1.15582 1.14606 0.4 -0.2 0.2 1.088
C 4.53234 0.82726 -0.09985 0.0 -0.3 -0.1 -0.432
N 3.43489 1.49805 -0.05667 -0.5 0.7 0.2 0.003
C 3.41789 2.36898 1.05049 -0.2 -0.3 -0.7 -0.284
C 2.37657 3.23639 1.37893 -0.2 0.1 0.0 -0.005
C 2.51011 4.01713 2.50590 0.1 0.0 0.0 -0.068
C 3.66867 3.94741 3.29747 -0.1 0.1 0.0 -0.087
C 4.70661 3.10356 2.97084 0.0 -0.1 -0.1 -0.088
C 4.56568 2.30950 1.82795 0.2 0.1 0.2 -0.466
H 4.73637 0.06530 -0.84859 0.0 0.2 0.1 0.094
H 1.48988 3.29944 0.75439 0.1 0.0 0.0 0.096
H 1.71261 4.69688 2.77948 0.0 0.0 0.0 0.107
H 3.74902 4.57159 4.17863 0.0 0.0 0.0 0.101
H 5.59919 3.05332 3.58169 0.0 0.0 0.0 0.106
```
Forces are in eV/Å.



# 4
The molecule C2H6N2O at a distorted geometry, computed with the ωB97M-V functional and the def2-TZVPD basis.

For the LUMO energy, the calculation gives 0.0374 Eh. The frontier orbital gap comes out at 10.269 eV. Its energy above the lowest of the compared OMol25 structures with the same formula, charge and spin is 172.4 kJ/mol. Its total energy is -7198.001 eV.

```
11
Properties=species:S:1:pos:R:3:forces:R:3:nbo_charge:R:1
O -1.32385 0.09606 -1.36705 0.3 -0.7 0.4 -0.573
C -1.08682 -0.78879 -0.57958 0.0 0.1 2.0 0.538
N -0.37966 -0.61193 0.68217 -0.3 3.2 -2.8 -0.660
C 0.48384 0.65589 0.75181 -1.4 2.6 -2.2 -0.086
N 1.87705 0.50386 0.34642 -0.8 -0.9 4.4 -0.895
H -1.57016 -1.80781 -0.62169 0.6 0.6 -0.2 0.116
H 0.16508 -1.37278 0.97298 0.6 -1.5 0.4 0.379
H 0.07415 1.50640 -0.06553 0.2 -2.6 2.5 0.214
H 0.36693 1.13257 1.80565 0.5 -1.1 -1.9 0.200
H 2.46701 0.69761 1.16788 0.1 -0.2 -1.5 0.378
H 2.22389 0.62945 -0.55642 0.2 0.5 -1.2 0.389
```
Forces are in eV/Å.



Among the records above, which one has the highest frontier orbital gap? C2H6N2O



Among the records above, which one has the lowest frontier orbital gap? C45H52BrGeIMgNO2SSi



Among the records above, which one has the highest frontier orbital gap? C2H6N2O



What is the frontier orbital gap in the first record? 8.198 eV